Entry 1:
83
Properties=species:S:1:pos:R:3:mulliken_spin:R:1 method="wB97M-V/def2-TZVPD" homo_energy_ha="-0.3067 / -0.3082" mol_weight_g_mol=1153.20 de_lowest_kcal_mol=17.6 total_energy_ha=-3305.38031 lumo_energy_ev="-3.8 / -3.8" multiplicity=2
Cs 0.804 -0.327 0.379 0.014
C -4.318 -1.121 1.750 0.003
C -3.310 -0.782 0.838 0.001
N -2.286 -0.198 1.445 -0.003
N -2.605 -0.152 2.758 0.012
C -3.822 -0.701 2.965 0.001
B -1.662 0.649 3.714 -0.016
N -1.445 2.021 3.044 0.001
C -2.447 2.910 2.855 0.000
C -1.951 3.970 2.136 0.000
C -0.606 3.624 1.920 0.000
N -0.310 2.451 2.458 0.000
N -0.331 -0.084 4.011 0.009
C -0.022 -0.792 5.123 0.001
C 1.262 -1.272 4.984 0.001
C 1.671 -0.780 3.734 0.000
N 0.708 -0.077 3.164 -0.001
N -2.342 0.890 5.078 -0.002
C -2.102 1.950 5.884 -0.001
C -2.643 1.681 7.118 0.000
C -3.183 0.391 6.977 0.000
N -2.988 -0.083 5.758 0.002
H -5.268 -1.592 1.557 -0.004
H -3.292 -0.920 -0.235 0.006
H -4.231 -0.751 3.957 0.002
H -3.434 2.721 3.246 0.000
H -2.478 4.855 1.823 0.000
H 0.160 4.180 1.402 0.000
H -0.735 -0.900 5.924 0.000
H 1.819 -1.865 5.689 0.000
H 2.624 -0.880 3.232 0.000
H -1.568 2.811 5.518 0.000
H -2.650 2.318 7.985 0.000
H -3.707 -0.207 7.706 0.000
I -5.465 -5.130 -0.809 0.039
C -3.611 -4.363 -0.312 0.267
C -3.247 -4.275 1.027 -0.066
C -2.029 -3.730 1.366 0.162
I -1.428 -3.534 3.312 0.065
C -1.127 -3.235 0.341 0.133
O -0.048 -2.684 0.618 0.287
C -1.530 -3.403 -1.053 0.091
C -0.532 -2.964 -2.093 0.023
N -0.433 -1.513 -2.271 0.010
C -1.191 -0.942 -3.358 0.000
C -0.896 0.535 -3.523 0.000
C -1.476 1.232 -4.583 0.001
C -1.260 2.592 -4.694 0.000
C -0.474 3.224 -3.738 0.000
C 0.075 2.449 -2.732 -0.001
N -0.115 1.131 -2.623 0.000
C -2.745 -3.943 -1.347 -0.049
H -3.924 -4.612 1.799 0.003
H -0.763 -3.427 -3.054 0.004
H 0.448 -3.337 -1.786 0.011
H -0.656 -1.031 -1.409 -0.006
H -2.283 -1.058 -3.254 0.001
H -0.916 -1.459 -4.283 0.000
H -2.108 0.708 -5.290 0.000
H -1.713 3.158 -5.499 0.000
H -0.294 4.290 -3.768 0.000
H 0.692 2.904 -1.964 0.000
H -3.051 -4.071 -2.378 -0.001
F 3.331 1.890 -3.171 0.000
C 2.859 1.559 -4.364 0.000
C 2.427 2.525 -5.183 0.000
F 2.494 3.785 -4.780 0.000
C 1.891 2.253 -6.503 0.000
C 2.005 0.867 -6.918 0.000
C 2.473 -0.094 -6.111 0.000
F 2.524 -1.340 -6.556 0.000
C 2.858 0.159 -4.736 -0.001
C 3.152 -0.833 -3.856 0.002
C 3.263 -0.612 -2.446 -0.002
N 3.154 -0.541 -1.305 0.001
C 3.190 -2.225 -4.194 0.000
N 3.209 -3.358 -4.381 0.000
F 1.603 0.542 -8.137 0.000
C 1.315 3.212 -7.276 0.000
C 0.771 2.969 -8.580 0.000
N 0.309 2.859 -9.625 0.000
C 1.133 4.568 -6.851 0.000
N 0.968 5.673 -6.583 0.000

---

Entry 2:
13
Properties=species:S:1:pos:R:3:mulliken_charge:R:1 method="wB97M-V/def2-TZVPD" homo_energy_ha=-0.3381 mol_weight_g_mol=134.23 de_lowest_kcal_mol=45.6 total_energy_ha=-1023.73026 lumo_energy_ev=0.6
C 0.299 1.658 -0.360 -1.024
C 0.319 0.229 0.073 0.609
C -0.715 -0.111 1.090 -0.043
N -1.761 -0.793 0.955 -0.414
S -2.321 -1.523 -0.436 -0.073
N 1.236 -0.519 -0.373 -0.529
S 1.444 -2.151 0.171 -0.119
H 0.306 2.337 0.504 0.329
H -0.600 1.876 -0.974 0.219
H 1.173 1.889 -0.962 0.355
H -0.590 0.438 2.024 0.360
H -1.399 -1.021 -1.308 0.167
H 2.608 -2.308 -0.403 0.163

---

Entry 3:
6
Properties=species:S:1:pos:R:3:mulliken_charge:R:1 method="wB97M-V/def2-TZVPD" homo_energy_ha=-0.3421 mol_weight_g_mol=123.94 de_lowest_kcal_mol=77.4 total_energy_ha=-2743.19924 lumo_energy_ev=0.2 smiles="NC(=O)Br"
N 0.259 -0.160 -0.082 -0.332
C 1.452 -0.632 0.055 0.392
O 1.666 -2.246 -0.039 -0.606
Br 3.100 0.258 -0.001 -0.040
H -0.319 -0.949 0.138 0.294
H 0.257 0.802 0.209 0.293

---

Entry 4:
26
Properties=species:S:1:pos:R:3:mulliken_charge:R:1 method="wB97M-V/def2-TZVPD" homo_energy_ha=-0.3474 mol_weight_g_mol=144.21 de_lowest_kcal_mol=59.7 total_energy_ha=-464.83454 lumo_energy_ev=1.0 smiles=C1CCOC1.C1CCOC1
C 2.576 -1.217 -1.368 -0.449
C 1.880 0.130 -1.203 0.085
C 2.711 0.790 -0.030 -0.459
O 3.976 0.381 -0.418 -0.405
C 3.869 -1.030 -0.597 -0.457
H 2.668 -1.565 -2.414 0.289
H 1.946 -1.947 -0.824 0.228
H 0.817 0.150 -0.896 -0.100
H 1.988 0.792 -2.084 0.219
H 2.397 0.532 0.999 0.258
H 2.789 1.893 -0.092 0.292
H 4.799 -1.343 -1.110 0.240
H 3.911 -1.415 0.440 0.287
C -3.364 1.163 0.811 -0.574
C -3.395 -0.126 1.539 -0.505
C -2.496 -1.002 0.605 -0.514
O -1.409 -0.130 0.221 -0.311
C -1.943 1.205 0.162 -0.458
H -3.695 2.047 1.390 0.333
H -4.109 0.987 0.011 0.232
H -4.443 -0.483 1.547 0.289
H -3.056 -0.055 2.591 0.301
H -2.990 -1.306 -0.338 0.278
H -2.188 -1.923 1.136 0.298
H -1.285 1.843 0.783 0.295
H -1.954 1.628 -0.861 0.306

---

Entry 5:
114
Properties=species:S:1:pos:R:3:mulliken_charge:R:1 method="wB97M-V/def2-TZVPD" homo_energy_ha="-0.4099 / -0.4099" mol_weight_g_mol=993.18 de_lowest_kcal_mol=0.0 total_charge=+1 total_energy_ha=-3225.91873 lumo_energy_ev="-4.6 / -4.6"
W -1.508 -0.643 -0.189 1.904
C -2.157 -2.610 -3.028 -0.950
N -1.791 -2.805 -1.602 0.349
C -2.737 -3.855 -1.157 -1.812
C -0.464 -3.619 -1.606 -1.579
C 0.526 -3.061 -0.643 -0.466
N 0.639 -1.579 -0.798 0.578
C 0.964 -1.232 -2.230 -1.086
C 0.912 0.163 -2.741 0.170
C 2.037 0.773 -3.330 -0.509
C 1.820 2.020 -3.945 -0.775
C 0.534 2.557 -3.896 -0.292
C -0.585 1.959 -3.281 -0.393
C -0.336 0.763 -2.644 -0.484
O -1.274 0.056 -1.911 0.937
C -1.955 2.630 -3.363 2.110
C -2.595 2.941 -1.963 -0.260
C -3.012 1.772 -4.077 -1.595
C -1.931 3.907 -4.226 -2.408
C 2.984 2.856 -4.517 2.037
C 3.792 2.030 -5.553 -1.688
C 2.680 4.134 -5.190 -1.985
C 3.906 3.197 -3.329 -1.728
C 1.815 -1.168 0.101 -1.333
C 1.649 -1.164 1.569 0.258
C 2.815 -1.248 2.325 -0.408
C 2.769 -1.138 3.732 -0.633
C 1.529 -0.837 4.253 -0.940
C 0.347 -0.822 3.591 0.032
C 0.437 -1.084 2.228 -0.338
O -0.706 -1.185 1.418 1.097
C -0.845 -0.353 4.498 2.150
C -1.260 -1.547 5.250 -1.769
C -2.076 0.269 3.805 -1.904
C -0.397 0.807 5.461 -1.831
C 4.010 -1.329 4.593 1.809
C 5.326 -1.583 3.859 -1.953
C 3.766 -2.363 5.675 -1.637
C 4.198 0.037 5.345 -1.622
H -1.728 -3.420 -3.616 0.531
H -1.645 -1.665 -3.424 -0.034
H -3.233 -2.587 -3.185 0.508
H -2.907 -4.553 -1.978 0.561
H -3.774 -3.450 -0.923 0.164
H -2.305 -4.353 -0.303 0.770
H -0.082 -3.576 -2.590 0.379
H -0.663 -4.716 -1.360 0.590
H 1.569 -3.519 -0.810 0.728
H 0.249 -3.219 0.382 0.356
H 0.181 -1.755 -2.826 0.495
H 1.886 -1.713 -2.538 0.742
H 2.964 0.223 -3.151 0.545
H 0.400 3.600 -4.314 0.381
H -2.694 2.023 -1.435 -0.427
H -3.538 3.450 -2.183 0.746
H -1.734 3.583 -0.332 0.405
H -2.800 1.748 -5.169 0.477
H -4.085 2.100 -3.951 0.350
H -2.986 0.673 -3.885 0.205
H -1.268 4.620 -3.679 0.480
H -2.917 4.361 -4.295 0.454
H -1.427 3.740 -5.183 0.468
H 3.082 1.751 -6.368 0.382
H 4.223 1.086 -5.134 0.265
H 4.686 2.566 -5.852 0.492
H 1.878 3.965 -5.997 0.362
H 3.532 4.577 -5.696 0.450
H 2.342 4.943 -4.473 0.359
H 4.330 2.294 -2.958 0.404
H 3.322 3.636 -2.554 0.386
H 4.668 3.957 -3.632 0.423
H 2.041 -0.045 -0.239 0.245
H 2.663 -1.831 -0.170 0.906
H 3.724 -1.307 1.777 0.743
H 1.507 -0.686 5.320 0.454
H -1.706 -2.235 4.512 0.265
H -2.064 -1.308 5.970 0.423
H -0.399 -1.988 5.705 0.371
H -2.629 -0.466 3.246 -0.011
H -1.936 1.160 3.198 0.264
H -2.650 0.608 4.621 0.840
H 0.352 0.539 6.208 0.420
H -1.231 1.123 6.111 0.476
H -0.047 1.673 4.896 0.378
H 5.295 -2.480 3.180 0.331
H 6.158 -1.541 4.584 0.397
H 5.565 -0.773 3.185 0.466
H 3.555 -3.364 5.182 0.312
H 2.945 -2.117 6.342 0.343
H 4.642 -2.517 6.167 0.582
H 4.797 0.669 4.693 0.387
H 4.810 -0.112 6.197 0.462
H 3.308 0.579 5.462 0.364
N -3.711 -0.257 -1.230 -0.685
C -4.548 0.554 -0.299 -0.876
C -3.713 1.069 0.829 0.979
O -4.176 1.694 1.712 -0.569
O -2.412 0.806 0.700 -0.344
H -3.487 0.217 -2.061 -0.182
H -4.149 -1.182 -1.320 0.341
H -5.402 0.003 0.090 0.455
H -4.999 1.489 -0.723 0.389
O -0.372 3.065 0.880 -0.741
Cl 0.387 1.892 1.114 1.258
O 1.819 1.990 0.814 -0.625
O -1.712 3.817 -1.276 -0.633
O -0.084 0.852 -0.079 -0.980
F -4.031 -3.303 3.687 -0.253
C -4.108 -2.489 2.627 0.794
F -5.071 -3.098 1.820 -0.294
F -4.673 -1.334 2.917 -0.154
C -2.816 -2.482 1.822 0.050
O -1.853 -3.184 2.011 -0.507
O -2.949 -1.706 0.745 -0.296

---

Entry 6:
23
Properties=species:S:1:pos:R:3:mulliken_charge:R:1 method="wB97M-V/def2-TZVPD" homo_energy_ha=-0.3846 mol_weight_g_mol=149.17 de_lowest_kcal_mol=116.5 total_charge=+1 total_energy_ha=-533.16940 lumo_energy_ev=-3.3
C -0.388 -1.243 -0.344 -0.745
C -1.472 -1.214 0.680 -0.490
C 0.862 -0.362 -0.165 0.304
C 0.414 1.070 0.018 -0.651
C -2.070 0.137 0.549 0.452
N 1.851 -0.910 0.849 -0.683
N 1.086 2.060 -0.923 -0.224
O 0.541 1.561 1.291 -0.477
O -2.538 0.649 -0.587 -0.487
O -2.211 0.804 1.609 -0.311
H -0.017 -2.279 -0.495 0.458
H -0.829 -0.816 -1.283 0.296
H -2.335 -1.875 0.471 0.303
H -1.121 -1.436 1.626 0.380
H 1.534 -0.333 -1.131 0.165
H 1.663 -0.909 1.914 0.238
H 1.907 -1.836 0.511 0.299
H 0.751 2.985 -0.752 0.358
H 0.950 1.852 -1.938 0.355
H 2.121 2.171 -0.737 0.362
H 1.297 1.212 1.690 0.283
H -2.965 0.165 -1.314 0.406
H -2.563 1.684 1.495 0.408

---

Entry 7:
12
Properties=species:S:1:pos:R:3:mulliken_charge:R:1 method="wB97M-V/def2-TZVPD" homo_energy_ha="-0.5482 / -0.5441" mol_weight_g_mol=163.00 de_lowest_kcal_mol=115.5 total_charge=+1 total_energy_ha=-2855.12383 lumo_energy_ev="-5.9 / -5.8"
C 0.698 -0.649 1.219 0.032
C 1.324 -0.580 -1.326 0.592
C -1.291 0.692 0.880 -0.881
N 2.090 -1.223 -0.582 -0.404
N 0.153 -0.024 -0.877 -0.324
N -0.119 -0.056 0.439 0.194
Br 1.737 -0.263 -3.092 -0.016
H 1.021 -0.704 2.336 0.367
H -1.074 1.711 0.846 0.410
H -2.016 0.516 0.067 0.328
H -1.880 0.248 1.617 0.387
H -0.643 0.332 -1.526 0.316

---

Entry 8:
45
Properties=species:S:1:pos:R:3:mulliken_charge:R:1 method="wB97M-V/def2-TZVPD" homo_energy_ha=-0.3261 mol_weight_g_mol=309.37 de_lowest_kcal_mol=53.4 total_energy_ha=-1046.76560 lumo_energy_ev=0.5 smiles="CNC(=O)[C@H](NC(=O)[C@@H](Cc1c[nH]cn1)NC(C)=O)C(C)C"
C 4.607 2.167 1.187 -0.998
N 3.177 2.196 0.903 0.110
C 2.310 3.257 1.026 0.249
O 2.666 4.359 1.415 -0.707
C 0.830 3.110 0.728 0.139
N 0.584 1.642 0.499 -0.126
C 0.329 0.828 1.511 0.156
O 0.059 1.153 2.708 -0.729
C 0.412 -0.689 1.139 0.638
C -0.991 -1.255 1.240 -1.256
C -0.999 -2.774 1.019 0.593
C -1.305 -3.846 1.822 -0.645
N -1.133 -5.009 0.991 -0.065
C -0.800 -4.633 -0.255 -0.375
N -0.779 -3.288 -0.283 -0.535
N 0.926 -1.087 -0.259 -0.150
C 2.169 -0.933 -0.681 0.617
C 2.420 -1.740 -1.906 -1.129
O 3.045 -0.340 -0.155 -0.687
C 0.404 3.914 -0.488 0.332
C -0.265 5.199 0.018 -1.793
C 1.400 4.076 -1.681 -1.272
H 5.177 2.026 0.223 0.251
H 4.871 3.098 1.731 0.384
H 4.768 1.290 1.822 0.286
H 2.864 1.231 0.687 0.193
H 0.379 3.511 1.637 0.435
H 0.796 1.252 -0.419 0.373
H 0.919 -1.296 1.945 0.115
H -1.584 -1.069 2.121 0.502
H -1.736 -0.769 0.495 0.348
H -1.636 -3.650 2.781 0.456
H -1.418 -5.906 1.115 0.147
H -0.637 -5.241 -1.098 0.467
H 0.357 -1.722 -0.766 0.314
H 1.529 -2.328 -2.341 0.271
H 2.772 -1.063 -2.665 0.317
H 3.301 -2.398 -1.773 0.280
H -0.435 3.426 -0.905 0.338
H -0.359 5.892 -0.813 0.422
H -1.256 4.800 0.382 0.414
H 0.297 5.755 0.691 0.341
H 0.813 4.304 -2.640 0.399
H 2.019 3.110 -1.816 0.249
H 2.039 4.979 -1.612 0.330

---

Entry 9:
13
Properties=species:S:1:pos:R:3:mulliken_charge:R:1 method="wB97M-V/def2-TZVPD" homo_energy_ha=-0.3442 mol_weight_g_mol=81.12 de_lowest_kcal_mol=87.3 total_energy_ha=-249.33413 lumo_energy_ev=1.1 smiles="[H]/N=C/C1(C)C=C1"
H 0.375 -0.416 2.940 0.248
N 0.111 -0.674 1.993 -0.585
C 0.453 0.175 1.147 -0.270
C -0.018 -0.040 -0.227 0.836
C -0.544 1.186 -0.837 -1.316
C 0.718 -1.025 -1.023 -0.678
C -0.481 -1.384 -0.643 -0.508
H 1.144 1.011 1.466 0.389
H -1.675 1.109 -1.035 0.248
H -0.226 1.431 -1.761 0.417
H -0.314 2.068 -0.188 0.360
H 1.666 -1.406 -1.372 0.347
H -1.207 -2.036 -0.461 0.513

---

Entry 10:
89
Properties=species:S:1:pos:R:3:mulliken_charge:R:1 method="wB97M-V/def2-TZVPD" homo_energy_ha=-0.4416 mol_weight_g_mol=542.69 total_charge=+1 total_energy_ha=-1865.97173 lumo_energy_ev=-2.0
C 0.624 -2.424 1.677 -1.002
C 0.631 -1.834 0.280 0.003
C 1.922 -1.783 -0.510 -0.718
O 2.479 -3.044 -0.846 -0.406
C 1.615 -4.152 -0.779 -0.688
C 0.174 -3.865 -1.185 -0.119
N -0.357 -2.574 -0.602 0.113
H 0.817 -3.495 1.703 0.189
H 1.370 -1.931 2.298 0.449
H -0.356 -2.262 2.126 0.070
H 0.291 -0.802 0.332 0.587
H 1.738 -1.207 -1.423 0.310
H 2.659 -1.218 0.056 0.467
H 1.642 -4.603 0.217 0.286
H 1.999 -4.896 -1.478 0.438
H -0.460 -4.667 -0.814 0.173
H 0.054 -3.791 -2.262 0.083
H -1.228 -2.797 -0.090 0.492
H -0.582 -1.941 -1.368 0.504
O 1.247 1.141 -0.359 -0.528
C 2.196 1.828 -0.668 0.864
O 3.414 1.278 -0.536 -0.316
C 4.622 1.950 -0.960 -0.540
C 5.117 2.933 0.072 -0.825
C 2.044 3.250 -1.125 -1.315
H 4.457 2.429 -1.925 0.371
H 5.327 1.134 -1.112 0.349
H 4.406 3.743 0.219 0.158
H 6.053 3.377 -0.269 0.345
H 5.297 2.435 1.026 0.348
H 2.035 3.886 -0.238 0.281
H 1.081 3.344 -1.618 0.369
H 2.837 3.619 -1.765 0.427
O -4.999 -3.195 -6.625 -0.529
C -3.864 -3.385 -6.302 0.687
O -3.541 -3.201 -4.988 -0.381
C -2.256 -3.505 -4.457 -0.341
C -1.277 -2.361 -4.637 -0.807
C -2.782 -3.750 -7.290 -0.889
H -1.866 -4.437 -4.869 0.331
H -2.452 -3.682 -3.398 0.255
H -1.061 -2.171 -5.687 0.324
H -0.326 -2.589 -4.148 0.247
H -1.687 -1.445 -4.208 0.258
H -2.388 -2.824 -7.711 0.256
H -3.249 -4.310 -8.095 0.314
H -1.955 -4.319 -6.878 0.301
O -2.134 -3.942 0.883 -0.768
C -2.765 -4.331 1.854 0.781
O -3.744 -3.566 2.291 -0.339
C -4.635 -3.954 3.371 -0.519
C -4.045 -3.625 4.720 -0.738
C -2.393 -5.606 2.557 -1.205
H -4.898 -5.005 3.266 0.430
H -5.529 -3.365 3.185 0.335
H -3.126 -4.176 4.924 0.313
H -4.767 -3.866 5.499 0.395
H -3.840 -2.556 4.770 0.032
H -1.623 -5.365 3.292 0.276
H -1.967 -6.289 1.828 0.377
H -3.216 -6.084 3.076 0.394
O -6.700 -0.203 3.332 -0.553
C -5.629 0.325 3.246 0.734
O -4.550 -0.369 3.699 -0.323
C -3.202 0.073 3.502 -0.078
C -2.747 1.045 4.569 -1.102
C -5.447 1.726 2.717 -1.008
H -3.079 0.484 2.499 0.430
H -2.617 -0.847 3.546 -0.005
H -3.325 1.968 4.542 0.294
H -1.697 1.298 4.421 0.376
H -2.860 0.599 5.557 0.316
H -5.589 2.416 3.549 0.299
H -6.235 1.909 1.992 0.315
H -4.478 1.924 2.271 0.298
O 4.094 5.729 -1.255 -0.518
C 4.817 6.633 -0.920 0.828
O 4.872 6.936 0.389 -0.388
C 5.764 7.933 0.924 -0.409
C 5.190 9.327 0.817 -0.988
C 5.595 7.447 -1.922 -1.141
H 6.743 7.854 0.452 0.350
H 5.880 7.640 1.966 0.319
H 5.060 9.632 -0.222 0.280
H 5.861 10.039 1.297 0.366
H 4.222 9.376 1.315 0.303
H 4.945 8.250 -2.274 0.303
H 5.824 6.806 -2.768 0.311
H 6.507 7.893 -1.537 0.384

---

Entry 11:
20
Properties=species:S:1:pos:R:3:mulliken_charge:R:1 method="wB97M-V/def2-TZVPD" homo_energy_ha="-0.4840 / -0.4839" mol_weight_g_mol=214.07 de_lowest_kcal_mol=81.9 total_charge=+1 total_energy_ha=-550.37500 lumo_energy_ev="-3.9 / -3.9"
C 2.176 -0.752 -2.123 -1.037
C -1.041 -0.741 1.969 -0.892
C -1.716 0.987 0.539 -0.915
C 0.587 0.179 0.318 -0.749
C 0.826 -0.266 -1.923 -0.215
N -0.782 -0.150 0.564 0.294
I -0.805 -1.453 -2.507 0.159
H 2.341 -1.776 -1.825 0.346
H 2.725 -0.004 -1.592 0.347
H 2.657 -0.647 -3.167 0.335
H -0.846 0.068 2.635 0.403
H -2.084 -1.200 2.007 0.357
H -0.150 -1.297 2.069 0.368
H -1.555 1.628 1.401 0.385
H -1.479 1.542 -0.465 0.330
H -2.705 0.488 0.620 0.397
H 1.328 -0.415 0.807 0.347
H 0.784 1.213 0.739 0.320
H 0.586 0.816 -2.078 0.441
H -1.093 -0.816 -0.084 -0.021